Record 1
{"formula": "C5H7I", "method": "ωB97M-V with the def2-TZVPD basis set", "elements": ["H", "I", "C", "H", "H", "H", "C", "C", "H", "H", "C", "H", "C"], "xyz": [[0.792, -0.382, 0.401], [3.433, -0.142, 0.230], [-0.881, 1.601, 1.491], [-0.201, 2.475, 1.458], [-1.650, 1.530, 2.307], [-2.530, 1.470, -1.393], [1.463, -2.158, -0.759], [1.640, -1.069, -0.067], [-1.530, -0.142, -1.197], [2.284, -2.828, -1.041], [-1.811, 0.879, -0.885], [0.378, -2.471, -0.840], [-1.386, 1.238, 0.295]], "e_lumo_ev": [-0.013, -4.662], "multiplicity": 3, "total_charge": 0, "s_squared": 2.01, "de_lowest_ev": 4.7737, "homo_ev": [-3.50, -7.84], "gap_ev": [3.49, 3.18]}

=====

Record 2
{"formula": "C5H7IO4", "method": "ωB97M-V with the def2-TZVPD basis set", "elements": ["O", "O", "O", "H", "C", "C", "H", "C", "H", "C", "H", "O", "H", "H", "H", "I", "C"], "xyz": [[-0.774, 2.659, -0.984], [0.387, 1.357, 0.462], [-0.414, -1.729, 0.261], [0.778, 3.354, 0.975], [1.217, 2.364, 1.041], [-0.412, 1.602, -0.493], [1.482, 1.986, 2.010], [-0.592, -1.145, -0.898], [2.168, 2.389, 0.499], [-1.471, 0.072, -0.880], [-0.067, -3.668, 0.196], [0.026, -1.387, -1.917], [1.173, -2.713, -0.499], [1.037, -2.659, 1.239], [-1.974, 0.299, -1.864], [-3.070, -0.011, 0.511], [0.506, -2.770, 0.342]], "e_lumo_ev": 0.392, "total_charge": 0, "de_lowest_ev": 0.7973, "homo_ev": -9.34, "gap_ev": 9.73}

=====

Record 3
{"formula": "C5H7IS", "method": "ωB97M-V with the def2-TZVPD basis set", "elements": ["H", "C", "S", "H", "H", "I", "C", "C", "H", "C", "H", "H", "C", "H"], "xyz": [[-0.080, 1.055, 1.712], [0.000, 1.514, -1.616], [-0.490, -1.701, -0.786], [0.935, 1.198, -1.300], [-0.487, 2.201, -1.088], [-3.032, 0.320, -0.079], [0.981, -1.719, 0.057], [-0.921, -0.085, -0.053], [-0.929, -0.467, 2.089], [-0.286, -0.001, 1.284], [-0.231, 1.239, -2.585], [1.742, -0.646, 1.796], [0.971, -0.835, 1.055], [1.826, -2.074, -0.487]], "e_lumo_ev": [0.114, -0.162], "total_charge": 0, "de_lowest_ev": 3.4354, "homo_ev": [-7.60, -7.79], "gap_ev": [7.72, 7.63]}

=====

Record 4
{"formula": "C5H7LiMnO3", "method": "ωB97M-V with the def2-TZVPD basis set", "elements": ["H", "H", "C", "O", "H", "C", "C", "C", "O", "H", "H", "H", "H", "Li", "O", "Mn", "C"], "xyz": [[3.241, -1.970, 0.017], [-5.419, 0.850, -0.738], [-0.287, -0.396, 0.464], [-1.227, -1.001, 0.959], [3.966, -0.580, -0.823], [-4.531, 1.353, -0.389], [2.139, -0.083, 0.145], [-3.682, 1.923, 0.265], [0.920, -0.848, 0.604], [-2.736, 2.396, 0.485], [2.617, 0.170, 1.103], [-1.398, 0.967, -0.408], [2.568, -1.405, -1.540], [-0.132, -2.573, 1.549], [-0.427, 0.696, -0.284], [1.373, 1.579, -0.819], [3.013, -1.078, -0.590]], "e_lumo_ev": [-9.351, -9.619], "multiplicity": 6, "total_charge": 2, "s_squared": 8.76, "homo_ev": [-16.48, -16.48], "gap_ev": [7.13, 6.86]}

=====

Record 5
{"formula": "C5H7LuO4", "method": "ωB97M-V with the def2-TZVPD basis set", "elements": ["C", "H", "H", "Lu", "H", "H", "O", "C", "H", "O", "H", "O", "H", "O", "C", "C", "C"], "xyz": [[0.143, -2.389, 0.300], [0.126, -3.017, -0.616], [-1.349, -1.441, 1.563], [0.256, 0.437, -0.399], [-2.902, -0.012, 0.862], [-1.994, -2.781, 0.564], [2.565, 1.377, -0.551], [3.692, 1.255, -0.440], [-2.367, 2.275, -0.493], [-0.829, 1.569, 0.823], [0.439, -3.058, 1.133], [1.016, -1.317, 0.161], [-3.340, 0.089, -0.885], [-1.611, -0.988, -0.439], [-1.293, -1.929, 0.574], [-2.509, 0.148, -0.164], [-1.704, 1.407, -0.319]], "e_lumo_ev": -0.250, "total_charge": 0, "de_lowest_ev": 0.0000, "homo_ev": -6.78, "gap_ev": 6.53}

=====

Record 6
{"formula": "C5H7N", "method": "ωB97M-V with the def2-TZVPD basis set", "elements": ["C", "C", "H", "C", "H", "H", "H", "H", "C", "C", "H", "N", "H"], "xyz": [[-0.022, 2.184, -0.014], [0.595, 1.047, -0.136], [1.024, -1.845, 0.669], [0.362, -1.331, -0.040], [0.160, -2.009, -0.871], [0.467, 2.601, -0.895], [-0.142, 2.687, 0.937], [2.114, -0.158, -0.889], [1.115, -0.097, -0.468], [-0.922, -0.950, 0.674], [-0.888, -0.915, 1.770], [-2.008, -0.599, 0.125], [-1.904, -0.616, -0.895]], "e_lumo_ev": 0.741, "total_charge": 0, "de_lowest_ev": 3.6909, "homo_ev": -8.65, "gap_ev": 9.39}

=====

Record 7
{"formula": "C5H7N", "method": "ωB97M-V with the def2-TZVPD basis set", "elements": ["H", "H", "H", "C", "N", "C", "H", "C", "C", "C", "H", "H", "H"], "xyz": [[-1.544, 2.035, -0.443], [-1.795, 1.120, -1.945], [-0.252, 1.965, -1.646], [1.020, -2.903, 0.681], [0.979, 1.260, 0.888], [1.363, -1.910, 1.266], [-1.263, -0.826, -0.483], [0.198, 0.529, 0.297], [-0.600, 0.024, -0.598], [-1.066, 1.381, -1.198], [1.646, -0.991, 1.736], [0.729, -3.787, 0.159], [0.585, 2.105, 1.286]], "e_lumo_ev": 1.043, "total_charge": 0, "de_lowest_ev": 4.7089, "homo_ev": -8.57, "gap_ev": 9.62}

=====

Record 8
{"formula": "C5H7N", "method": "ωB97M-V with the def2-TZVPD basis set", "elements": ["C", "H", "H", "H", "N", "C", "C", "H", "C", "H", "H", "C", "H"], "xyz": [[1.399, 0.604, -0.010], [0.917, -1.303, -0.998], [-0.635, -2.021, 0.766], [0.890, 1.340, 0.621], [-1.897, 2.178, -0.528], [0.467, -0.535, -0.369], [-0.416, -0.953, 0.746], [1.831, 1.119, -0.871], [-1.015, -0.261, -0.488], [-1.780, -1.005, -0.658], [2.212, 0.176, 0.588], [-1.494, 1.079, -0.483], [-0.479, -0.417, 1.684]], "e_lumo_ev": 0.873, "total_charge": 0, "de_lowest_ev": 1.5939, "homo_ev": -10.20, "gap_ev": 11.08}

=====

Record 9
{"formula": "C5H7N", "method": "ωB97M-V with the def2-TZVPD basis set", "elements": ["C", "C", "H", "N", "H", "H", "C", "H", "H", "H", "C", "H", "C"], "xyz": [[-0.653, 0.038, 1.456], [1.271, -1.144, 0.012], [2.193, -0.845, -0.395], [0.024, -1.136, -0.914], [-0.872, 1.205, -2.657], [0.125, -0.255, 2.220], [0.238, -0.093, 0.199], [-0.360, 2.226, -1.086], [-1.080, 0.986, 1.662], [-1.571, -0.665, 1.427], [-0.042, 0.228, -1.091], [1.137, -1.803, 0.866], [-0.411, 1.257, -1.697]], "e_lumo_ev": 1.035, "total_charge": 0, "de_lowest_ev": 4.3461, "homo_ev": -8.95, "gap_ev": 9.99}

=====

Record 10
{"formula": "C5H7N", "method": "ωB97M-V with the def2-TZVPD basis set", "elements": ["C", "C", "H", "C", "H", "C", "H", "C", "N", "H", "H", "H", "H"], "xyz": [[1.419, -0.765, -0.959], [-0.866, 0.647, 1.837], [2.119, -0.036, -0.557], [-0.617, 1.338, -0.476], [0.772, -1.477, 0.920], [0.704, -1.548, -0.163], [1.315, -0.789, -2.041], [-1.353, 0.805, 0.495], [-0.509, 0.530, 2.933], [-1.013, 1.443, -1.481], [0.406, 1.662, -0.315], [-0.020, -2.257, -0.558], [-2.354, 0.431, 0.311]], "e_lumo_ev": 0.307, "total_charge": 0, "de_lowest_ev": 2.1832, "homo_ev": -9.78, "gap_ev": 10.09}

=====

Number 5 is which compound? C5H7LuO4

=====

What did the ninth record say?
{"formula": "C5H7N", "method": "ωB97M-V with the def2-TZVPD basis set", "elements": ["C", "C", "H", "N", "H", "H", "C", "H", "H", "H", "C", "H", "C"], "xyz": [[-0.653, 0.038, 1.456], [1.271, -1.144, 0.012], [2.193, -0.845, -0.395], [0.024, -1.136, -0.914], [-0.872, 1.205, -2.657], [0.125, -0.255, 2.220], [0.238, -0.093, 0.199], [-0.360, 2.226, -1.086], [-1.080, 0.986, 1.662], [-1.571, -0.665, 1.427], [-0.042, 0.228, -1.091], [1.137, -1.803, 0.866], [-0.411, 1.257, -1.697]], "e_lumo_ev": 1.035, "total_charge": 0, "de_lowest_ev": 4.3461, "homo_ev": -8.95, "gap_ev": 9.99}

=====

Copy entry 4 word for word.
{"formula": "C5H7LiMnO3", "method": "ωB97M-V with the def2-TZVPD basis set", "elements": ["H", "H", "C", "O", "H", "C", "C", "C", "O", "H", "H", "H", "H", "Li", "O", "Mn", "C"], "xyz": [[3.241, -1.970, 0.017], [-5.419, 0.850, -0.738], [-0.287, -0.396, 0.464], [-1.227, -1.001, 0.959], [3.966, -0.580, -0.823], [-4.531, 1.353, -0.389], [2.139, -0.083, 0.145], [-3.682, 1.923, 0.265], [0.920, -0.848, 0.604], [-2.736, 2.396, 0.485], [2.617, 0.170, 1.103], [-1.398, 0.967, -0.408], [2.568, -1.405, -1.540], [-0.132, -2.573, 1.549], [-0.427, 0.696, -0.284], [1.373, 1.579, -0.819], [3.013, -1.078, -0.590]], "e_lumo_ev": [-9.351, -9.619], "multiplicity": 6, "total_charge": 2, "s_squared": 8.76, "homo_ev": [-16.48, -16.48], "gap_ev": [7.13, 6.86]}